Record 1
Formula: C11H22N4O4
Source: OMol25
Level of theory: ωB97M-V/def2-TZVPD

SMILES = NCCCC[C@H](NC(=O)[C@@H](N)CCC(N)=O)C(=O)O
Highest occupied orbital energy = -9.170 eV
F_max = 5.55 eV/A
Net charge = 0
ΔE to the lowest compared entry with this formula, charge and spin = 329.9 kJ/mol
E = -25913.0739 eV

Bonds (Å) are listed after each position.
CARTESIAN COORDINATES (ANGSTROEM)
1 N -2.017 1.844 0.818  C2 1.562, H20 1.105, H21 1.051
2 C -1.360 3.068 0.105  N1 1.562, C3 1.605, H22 1.191, H23 1.136
3 C 0.124 2.667 -0.357  C2 1.605, C4 1.591, H24 1.038, H25 1.049
4 C 0.976 2.507 0.977  C3 1.591, C5 1.589, H26 1.072, H27 1.135
5 C 2.290 1.696 0.600  C4 1.589, C6 1.543, H28 1.073, H29 1.092
6 C 2.185 0.368 -0.178  C5 1.543, N7 1.472, C17 1.555, H30 1.089
7 N 1.287 -0.545 0.549  C6 1.472, C8 1.281, H31 0.957
8 C 0.697 -1.512 -0.049  N7 1.281, O9 1.223, C10 1.512
9 O 0.943 -2.042 -1.123  C8 1.223
10 C -0.388 -2.121 0.809  C8 1.512, N11 1.467, C12 1.561, H32 1.075
11 N 0.194 -2.468 2.110  C10 1.467, H33 1.023, H34 0.991
12 C -1.688 -1.260 0.886  C10 1.561, C13 1.498, H35 1.115, H36 1.118
13 C -2.091 -0.901 -0.512  C12 1.498, C14 1.523, H37 1.162, H38 1.101
14 C -3.414 -0.235 -0.865  C13 1.523, N15 1.419, O16 1.192
15 N -4.475 -1.149 -0.633  C14 1.419, H39 1.043, H40 0.990
16 O -3.704 0.854 -1.253  C14 1.192
17 C 3.553 -0.193 -0.662  C6 1.555, O18 1.226, O19 1.236
18 O 4.588 0.458 -0.579  C17 1.226
19 O 3.415 -1.289 -1.219  C17 1.236, H41 1.019
20 H -2.953 1.420 0.413  N1 1.105
21 H -2.224 2.162 1.798  N1 1.051
22 H -1.221 3.894 0.952  C2 1.191
23 H -1.832 3.356 -0.887  C2 1.136
24 H 0.001 1.734 -0.795  C3 1.038
25 H 0.426 3.320 -1.122  C3 1.049
26 H 1.206 3.479 1.367  C4 1.072
27 H 0.279 1.947 1.675  C4 1.135
28 H 2.948 2.477 0.269  C5 1.073
29 H 2.722 1.290 1.517  C5 1.092
30 H 1.780 0.408 -1.189  C6 1.089
31 H 0.969 -0.175 1.373  N7 0.957
32 H -0.495 -2.972 0.161  C10 1.075
33 H -0.263 -3.324 2.431  N11 1.023
34 H 1.181 -2.492 2.021  N11 0.991
35 H -2.477 -1.883 1.369  C12 1.115
36 H -1.569 -0.521 1.716  C12 1.118
37 H -1.370 -0.186 -1.077  C13 1.162
38 H -2.094 -1.803 -1.143  C13 1.101
39 H -5.423 -0.721 -0.573  N15 1.043
40 H -4.234 -1.875 -0.003  N15 0.990
41 H 2.476 -1.672 -1.317  O19 1.019

=====

Record 2
Formula: C12H23O9
Source: OMol25
Level of theory: ωB97M-V/def2-TZVPD

Highest occupied orbital energy = -3.839 eV
F_max = 5.28 eV/A
Net charge = -1
E = -31240.3353 eV

Bonds (Å) are listed after each position.
CARTESIAN COORDINATES (ANGSTROEM)
1 C 2.849 -2.034 0.628  C2 1.611, H19 1.156, H20 1.153, H21 1.140
2 C 3.762 -0.756 0.987  C1 1.611, C3 1.620, H22 1.144, H23 1.156
3 C 4.109 0.131 -0.323  C2 1.620, O4 1.262, O5 1.427
4 O 4.627 -0.413 -1.337  C3 1.262
5 O 3.843 1.532 -0.271  C3 1.427, C6 1.467
6 C 2.423 1.803 -0.525  O5 1.467, C7 1.632, H24 1.155, H25 1.144
7 C 1.867 2.549 0.816  C6 1.632, O8 1.450, H26 1.155, H27 1.157
8 O 0.429 2.427 0.965  C7 1.450, C9 1.433
9 C 0.073 1.929 2.261  O8 1.433, O10 1.265, O11 1.406
10 O 0.209 2.678 3.272  C9 1.265
11 O -0.482 0.658 2.487  C9 1.406, C12 1.456
12 C 0.175 -0.365 1.687  O11 1.456, O13 1.453, H28 1.144, H29 1.150
13 O -0.783 -1.430 1.443  C12 1.453, C14 1.444
14 C -1.827 -0.855 0.628  O13 1.444, O15 1.450, H30 1.144, H31 1.142
15 O -3.023 -0.784 1.446  C14 1.450, C16 1.441
16 C -3.937 0.224 0.971  O15 1.441, C17 1.628, H32 1.144, H33 1.155
17 C -4.684 -0.365 -0.350  C16 1.628, O18 1.459, H34 1.148, H35 1.153
18 O -6.050 -0.737 0.004  C17 1.459, H36 0.980
19 H 3.581 -2.901 0.406  C1 1.156
20 H 2.248 -1.796 -0.326  C1 1.153
21 H 2.172 -2.386 1.475  C1 1.140
22 H 3.349 -0.092 1.822  C2 1.144
23 H 4.784 -1.172 1.333  C2 1.156
24 H 2.408 2.535 -1.419  C6 1.155
25 H 1.818 0.874 -0.806  C6 1.144
26 H 2.454 2.192 1.745  C7 1.155
27 H 2.087 3.671 0.639  C7 1.157
28 H 0.514 -0.024 0.648  C12 1.144
29 H 1.047 -0.794 2.300  C12 1.150
30 H -1.596 0.199 0.249  C14 1.144
31 H -1.972 -1.515 -0.293  C14 1.142
32 H -3.455 1.235 0.739  C16 1.144
33 H -4.749 0.407 1.772  C16 1.155
34 H -4.621 0.362 -1.236  C17 1.148
35 H -4.185 -1.340 -0.712  C17 1.153
36 H -6.483 0.073 0.347  O18 0.980
37 C -0.221 -0.511 -3.636  C38 1.542, H40 1.095, H41 1.100, H42 1.095
38 C -0.523 -0.930 -2.182  C37 1.542, O39 1.341, H43 1.110, H44 1.110
39 O 0.588 -0.722 -1.459  C38 1.341
40 H 0.591 -1.105 -4.069  C37 1.095
41 H -1.110 -0.665 -4.264  C37 1.100
42 H 0.050 0.548 -3.706  C37 1.095
43 H -0.916 -1.966 -2.254  C38 1.110
44 H -1.439 -0.367 -1.904  C38 1.110

=====

Record 3
Formula: C5H21N2O5
Source: OMol25
Level of theory: ωB97M-V/def2-TZVPD

Highest occupied orbital energy = -12.922 eV
F_max = 2.05 eV/A
Net charge = +1
ΔE to the lowest compared entry with this formula, charge and spin = 193.3 kJ/mol
E = -18737.4832 eV

Bonds (Å) are listed after each position.
CARTESIAN COORDINATES (ANGSTROEM)
1 O -0.029 -2.779 0.559  C2 1.208
2 C -0.443 -1.973 1.358  O1 1.208, C3 1.533, H9 1.097
3 C -0.119 -0.480 1.226  C2 1.533, C4 1.509, N8 1.473, H10 1.097
4 C 1.341 -0.100 1.247  C3 1.509, C5 1.516, H11 1.093, H12 1.092
5 C 1.537 1.384 1.485  C4 1.516, C6 1.533, H13 1.089, H14 1.094
6 C 1.107 2.336 0.363  C5 1.533, N7 1.507, H15 1.086, H16 1.077
7 N 1.186 1.683 -0.992  C6 1.507, H17 1.013, H18 1.020, H20 1.035
8 N -0.745 -0.006 -0.021  C3 1.473, H19 1.011, H21 1.012
9 H -1.236 -2.259 2.059  C2 1.097
10 H -0.643 -0.060 2.093  C3 1.097
11 H 1.815 -0.418 0.315  C4 1.093
12 H 1.845 -0.716 1.994  C4 1.092
13 H 1.055 1.726 2.401  C5 1.089
14 H 2.567 1.631 1.758  C5 1.094
15 H 1.766 3.199 0.363  C6 1.086
16 H 0.099 2.694 0.482  C6 1.077
17 H 0.919 2.352 -1.705  N7 1.013
18 H 2.150 1.373 -1.110  N7 1.020
19 H -1.668 0.400 0.056  N8 1.011
20 H 0.598 0.836 -0.912  N7 1.035
21 H -0.815 -0.808 -0.633  N8 1.012
22 H 2.620 -0.853 -2.882  O24 0.970
23 H 1.786 -1.615 -1.975  O24 0.986
24 O 2.107 -0.688 -2.076  H22 0.970, H23 0.986
25 H -4.049 -1.628 0.261  O27 0.956
26 H -4.019 -0.350 1.220  O27 0.951
27 O -3.816 -0.706 0.361  H25 0.956, H26 0.951
28 H 0.292 -3.318 -1.943  O30 0.966
29 H 1.551 -4.083 -1.583  O30 0.964
30 O 1.251 -3.299 -2.058  H28 0.966, H29 0.964
31 H -3.507 2.304 0.222  O33 0.954
32 H -3.440 1.842 -1.314  O33 0.957
33 O -3.062 2.380 -0.619  H31 0.954, H32 0.957

=====

Values for orbital gap, eV, ordered as above
9.663 6.644 10.444